Record 1
Here is C6H10FN as an isolated structure at a distorted geometry from OMol25. Energies are from ωB97M-V/def2-TZVPD.

Results
Highest occupied orbital energy: -9.42 eV
Gap between HOMO and LUMO: 10.44 eV
E: -389.12178 Ha
Relative energy (zero: lowest compared OMol25 entry of this formula, charge and spin): 243.8 kJ/mol

Geometry as XYZ:
```
18
Properties=species:S:1:pos:R:3:forces:R:3
C -1.889399 1.074257 1.382608 -0.5 1.1 -3.4
C -0.648696 1.343412 0.545067 0.7 1.7 -0.7
C 0.281576 0.592265 -0.097338 -0.7 0.6 1.5
C 0.096258 -0.948948 -0.051628 -1.3 1.3 1.8
C 1.438559 -1.593993 0.054240 1.9 1.3 1.1
C 1.363273 -1.782654 -1.400435 0.1 1.3 -1.9
H -2.145599 0.000180 1.309607 -0.2 0.9 0.7
H -1.540907 1.530883 2.253352 0.1 -0.2 2.3
H -2.720108 1.841558 1.078195 1.2 -1.9 0.1
H 1.332813 1.031535 -0.227604 -1.9 -0.5 -0.4
H -0.616698 -1.219428 0.816688 0.9 0.4 -1.5
H 1.306048 -2.407802 0.704888 0.4 -1.7 0.3
H 2.367498 -1.054376 0.310792 -0.7 0.1 0.6
H 1.781082 -2.728180 -1.698873 0.3 0.0 -1.2
H 1.760425 -0.748711 -1.913816 -0.5 -2.9 0.8
H -0.587522 -1.180976 -1.980873 -0.2 0.1 -0.8
N -0.119332 -1.748203 -1.303874 0.2 0.8 0.9
F -0.439016 2.785190 0.653297 0.2 -2.5 -0.3
```
Forces are in eV/Å.

Record 2
Here is a 4-piece molecular cluster, CH11N3O3 overall at a distorted geometry from OMol25. Energies are from ωB97M-V/def2-TZVPD.

Results
Highest occupied orbital energy: -7.97 eV
Gap between HOMO and LUMO: 8.48 eV
E: -434.65675 Ha
Relative energy (zero: lowest compared OMol25 entry of this formula, charge and spin): 168.0 kJ/mol

Geometry as XYZ:
```
18
Properties=species:S:1:pos:R:3:forces:R:3
N -0.073508 1.082105 1.048491 -1.7 0.6 -0.9
C -0.628443 0.467370 -0.118469 3.8 -0.7 0.7
N -1.897616 -0.035151 -0.008414 -0.7 0.0 1.0
N 0.136840 0.099775 -1.076256 -2.2 -0.2 -1.4
H 0.871546 1.354645 0.830689 0.1 -0.2 0.2
H -0.131667 0.426839 1.829601 0.1 0.5 -0.1
H -1.911178 -1.029302 -0.182289 -0.2 0.1 -0.5
H -2.326975 0.177672 0.884364 0.1 -0.1 0.0
H 0.775367 0.564759 -1.685535 0.7 0.3 0.7
H 0.814291 -1.678212 2.110651 -0.1 0.1 -0.5
H 0.657254 -1.524200 3.594819 -0.5 0.7 -0.6
O 0.381929 -1.097427 2.754161 0.6 -1.1 1.1
H -0.523381 3.746754 -3.759160 -0.2 0.4 -0.5
H -0.363146 2.843198 -2.596746 0.2 -0.3 0.0
O 0.070332 3.078915 -3.426913 -0.1 -0.2 0.5
H 0.774417 -2.724417 -0.543359 -0.2 0.3 0.0
H 2.118268 -3.050101 0.054966 0.2 0.0 0.1
O 1.255669 -2.703220 0.289401 0.0 -0.2 0.1
```
Forces are in eV/Å.

Record 3
Here is a 4-piece molecular cluster, C4H17NO3 overall at a distorted geometry from OMol25. Energies are from ωB97M-V/def2-TZVPD.

Results
Highest occupied orbital energy: -9.33 eV
Gap between HOMO and LUMO: 9.39 eV
E: -442.95887 Ha
Relative energy (zero: lowest compared OMol25 entry of this formula, charge and spin): 310.8 kJ/mol

Geometry as XYZ:
```
25
Properties=species:S:1:pos:R:3:forces:R:3
C 1.754978 -0.082868 1.394159 2.2 -4.4 -1.5
C 0.349061 -0.073193 1.723106 -2.2 -1.5 2.9
N -0.441437 0.044217 0.472374 -0.2 3.6 2.2
C -1.824815 -0.432793 0.497371 0.5 -1.6 1.4
C -1.875490 -1.415807 -0.598503 1.7 -3.7 -3.1
H 2.116808 0.719751 0.863345 0.5 2.0 -1.5
H 2.116932 -1.048198 0.810119 -1.2 1.9 0.5
H 2.432635 -0.226273 2.174786 0.7 0.3 2.1
H 0.035452 -1.043368 2.279867 0.6 1.2 -1.2
H 0.222114 0.647727 2.657595 -0.5 -0.4 -2.1
H -0.540558 1.109970 0.401765 0.4 -2.1 -0.4
H -2.302039 -0.709127 1.503934 1.3 -0.2 -1.1
H -2.501446 0.264904 0.164917 -1.2 2.5 -0.6
H -1.053267 -1.238752 -1.363058 -0.7 0.4 1.2
H -1.498463 -2.526687 -0.401309 -1.7 2.0 0.0
H -2.691369 -1.269189 -1.338447 -0.3 -0.9 1.1
H 0.624324 3.246000 -0.350336 -1.3 -1.5 2.3
H 0.637915 2.631502 1.131430 1.2 0.1 1.2
O 0.112806 2.700989 0.362373 0.3 2.3 -3.5
H 0.435406 1.339532 -2.831038 -1.9 -3.5 0.1
H -0.089161 0.558227 -1.664473 -0.4 -0.7 0.2
O -0.090033 0.414523 -2.628515 2.2 4.6 -0.5
H 1.275543 -0.967952 -2.496004 0.6 -0.9 1.1
H 1.132087 -1.162129 -1.037373 -1.2 0.6 1.9
O 1.662018 -1.481004 -1.728083 0.7 0.0 -2.9
```
Forces are in eV/Å.

Look up the highest occupied orbital energy of the second one.
-7.97 eV

Look up the relative energy (zero: lowest compared OMol25 entry of this formula, charge and spin) of the first one.
243.8 kJ/mol

The highest relative energy (zero: lowest compared OMol25 entry of this formula, charge and spin) belongs to which entry?
C4H17NO3